The following is a quantum chemistry calculation of a cluster of 2 separate species, C9H23NP2 in total in a non-equilibrium geometry, from the Open Molecules 2025 dataset.

Calculated values
highest occupied orbital energy: -7.87 eV
SMILES string: CCP(CC)#P(CC)NC.C=C
orbital gap: 8.84 eV
energy above the lowest of the compared OMol25 structures with the same formula, charge and spin: 258.29 kJ/mol

Each line ends with the Mulliken charge.
Atoms and positions in Å:
1 C 1.80751 -2.02755 -2.62314  -1.32
2 C 1.39694 -1.64353 -1.20636  -0.31
3 P 0.26526 -0.22643 -1.38221  -0.10
4 C 1.44805 1.22607 -1.17081  -0.83
5 C 2.39055 1.45860 -2.37723  -1.30
6 P -0.47099 0.02604 0.65803  0.36
7 C -0.26000 -1.70634 1.47027  -0.35
8 C -1.33895 -1.92265 2.56400  -1.07
9 N -2.19739 0.00733 0.54610  -0.28
10 C -2.84001 -0.43642 -0.58744  -0.91
11 H 0.82058 -2.06369 -3.26328  0.32
12 H 2.66972 -1.39979 -2.99094  0.24
13 H 2.12140 -3.01016 -2.67195  0.45
14 H 2.27910 -1.64149 -0.47918  0.38
15 H 0.80534 -2.55291 -0.86360  0.24
16 H 0.82391 2.09816 -1.02752  0.48
17 H 2.08790 1.02816 -0.35903  0.49
18 H 3.13732 0.68228 -2.28272  0.35
19 H 1.61721 1.58227 -3.18399  0.34
20 H 2.73119 2.48514 -2.13568  0.36
21 H -0.17155 -2.46251 0.62320  0.09
22 H 0.73526 -1.62015 1.96105  0.35
23 H -0.95867 -2.02700 3.61519  0.27
24 H -2.08012 -1.10567 2.32401  0.31
25 H -1.69386 -2.89089 2.32367  0.35
26 H -2.67985 0.89491 0.84851  0.27
27 H -2.68284 -1.64364 -0.51535  0.21
28 H -2.42551 -0.21186 -1.60081  0.28
29 H -3.97144 -0.18598 -0.50442  0.32
30 C -0.79868 3.59052 2.25661  -0.40
31 C -0.83113 2.49342 2.92132  -0.53
32 H 0.03194 3.75782 1.61775  0.20
33 H -1.56627 4.35300 2.28777  0.25
34 H -0.06268 1.69140 2.82580  0.24
35 H -1.66769 2.24795 3.53632  0.26

Force components x, y, z for each atom (eV/Å):
-1.1 1.6 -1.2
0.3 -2.2 0.8
0.3 0.9 0.5
-0.4 -0.8 -1.4
-2.7 1.7 1.3
-0.4 -0.8 1.3
1.4 0.6 -0.5
0.6 0.7 -0.7
0.3 3.7 1.6
-2.3 -4.5 -1.8
2.2 0.7 0.7
-1.4 -0.4 -0.2
1.0 -2.2 0.1
-1.1 0.6 -0.9
0.4 1.3 -0.3
-0.1 0.2 0.3
0.4 0.0 1.6
0.2 0.1 -1.2
1.7 -0.7 -0.3
0.7 -0.7 -0.6
-0.5 0.6 1.7
-0.4 -0.3 -0.6
-0.2 0.8 -1.0
0.3 -1.3 1.2
-1.2 -0.9 0.0
1.4 -1.1 -0.1
-0.9 2.3 -0.7
-0.4 0.4 0.8
1.9 -0.6 -0.5
0.0 1.9 -1.1
0.4 -2.9 1.2
0.6 0.4 -0.6
0.0 0.0 0.1
-0.6 1.0 0.1
-0.5 -0.2 0.6


The following is a quantum chemistry calculation of a cluster of 3 separate species, C9H24Cl2O12P2S in total in a non-equilibrium geometry, from the Open Molecules 2025 dataset.

Calculated values
highest occupied orbital energy: -9.33 eV
orbital gap: 5.83 eV

Each line ends with the Mulliken charge.
Atoms and positions in Å:
1 C 3.24764 1.31311 -1.86736  -0.94
2 C 1.77445 0.87489 -2.40410  0.06
3 Cl 0.51981 0.99157 -0.99849  -0.12
4 C 1.67160 -0.56089 -3.17715  -0.19
5 Cl 3.07935 -0.86485 -4.40165  -0.14
6 O 1.42214 -1.72812 -2.29613  -0.24
7 S 2.74436 -2.08959 -1.29739  0.69
8 O 2.64782 -1.32982 0.05629  -0.49
9 O 2.49535 -3.74792 -0.84211  -0.11
10 O 3.62524 -4.26937 -0.45033  -0.36
11 H 4.16314 0.79726 -2.37688  0.25
12 H 3.33635 1.18128 -0.68524  0.28
13 H 3.36513 2.48058 -2.06898  0.30
14 H 1.42710 1.71494 -3.17830  0.33
15 H 0.70232 -0.49231 -3.87124  0.34
16 H 4.19840 -4.54385 -1.23514  0.33
17 C -3.67831 2.72199 -3.47358  -0.51
18 O -3.16086 3.99106 -3.84662  -0.49
19 P -2.20370 4.86695 -2.70232  1.09
20 O -1.48782 3.57002 -2.30040  -0.39
21 O -3.54433 5.10920 -1.77529  -0.29
22 C -4.48635 6.03821 -2.27265  -0.69
23 O -1.24659 5.74285 -1.55795  -0.50
24 C -1.06161 5.19122 -0.26267  -0.45
25 H -4.53833 2.50321 -4.11057  0.25
26 H -2.92209 1.94972 -3.63811  0.18
27 H -4.00787 2.71201 -2.43133  0.30
28 H -5.37461 5.49441 -2.61019  0.23
29 H -4.08114 6.61449 -3.10967  0.35
30 H -4.77201 6.72171 -1.47233  0.24
31 H -0.23125 4.48052 -0.27771  0.17
32 H -1.96850 4.70393 0.10395  0.27
33 H -0.80538 6.00499 0.42073  0.26
34 C 1.61117 -3.39945 6.04740  -0.56
35 O 1.31223 -2.60413 4.90918  -0.48
36 P 0.08305 -3.14396 3.81811  1.25
37 O -0.79315 -3.56600 5.00563  -0.61
38 O 1.05969 -4.38198 3.33974  -0.32
39 C 2.16071 -4.02876 2.52682  -0.56
40 O -1.14611 -3.68388 2.72701  -0.44
41 C -1.77209 -4.93444 2.97306  -0.52
42 H 2.61870 -3.14678 6.38547  0.24
43 H 0.90947 -3.17156 6.85426  0.23
44 H 1.58234 -4.46655 5.81187  0.30
45 H 3.07995 -4.13256 3.11237  0.25
46 H 2.08166 -2.99894 2.16610  0.27
47 H 2.20642 -4.70493 1.67243  0.21
48 H -2.58913 -4.80560 3.68765  0.21
49 H -1.06151 -5.67793 3.34267  0.29
50 H -2.19286 -5.29593 2.03115  0.24

Force components x, y, z for each atom (eV/Å):
0.3 1.1 1.0
0.9 1.0 -0.8
1.3 -0.3 -1.7
-2.0 0.5 -0.4
-1.3 0.4 1.5
1.1 0.5 0.1
1.0 2.9 4.2
-0.2 -2.6 -4.7
-5.0 1.9 -2.5
5.1 -1.6 0.7
-2.0 0.7 0.8
-0.3 0.1 -2.7
-0.3 -2.5 0.4
0.6 -2.2 1.6
2.2 -0.5 1.7
-1.3 0.5 0.9
0.2 -0.5 0.5
0.2 3.4 -2.3
-0.4 -7.8 6.7
0.5 0.9 -1.2
0.6 0.7 -0.5
-0.8 0.2 -0.2
-0.1 2.9 -2.9
-0.1 -0.6 0.4
0.1 0.3 -0.1
-0.1 0.1 0.2
0.1 0.0 -0.1
0.1 0.2 -0.1
-0.2 0.1 0.1
0.1 0.0 0.0
-0.2 0.0 -0.1
0.1 0.0 -0.1
-0.1 0.2 -0.3
-0.4 -0.4 0.4
0.8 2.9 -2.7
-2.1 -8.0 6.0
0.0 1.4 -0.6
-0.5 0.9 -0.4
0.9 0.0 -0.3
1.1 3.1 -2.2
-0.1 -0.4 0.5
0.0 0.2 -0.3
0.0 -0.2 -0.2
-0.1 0.1 0.0
0.0 0.1 -0.1
0.2 -0.1 -0.2
-0.1 0.1 0.1
0.2 0.0 0.0
-0.1 0.1 0.0
0.2 0.3 -0.1


The following is a quantum chemistry calculation of a structure of composition C9H24Cl6O8P2 in a non-equilibrium geometry, from the Open Molecules 2025 dataset.

Calculated values
highest occupied orbital energy: -8.38 eV
orbital gap: 8.91 eV
energy above the lowest of the compared OMol25 structures with the same formula, charge and spin: 1138.37 kJ/mol

Each line ends with the Mulliken charge.
Atoms and positions in Å:
1 C 1.14576 -2.92275 -1.86214  0.20
2 Cl 2.53149 -2.87728 -0.67287  -0.19
3 Cl -0.27083 -3.85676 -1.24045  -0.06
4 H 0.84502 -1.88253 -1.98711  -0.20
5 H 1.48807 -3.15385 -2.87086  0.47
6 C 0.10398 0.82828 0.05040  1.54
7 Cl 1.19791 0.89576 1.39917  -0.33
8 Cl 0.46777 -0.66912 -0.91873  -0.31
9 H -0.93622 0.72003 0.35758  0.60
10 H 0.07453 1.63715 -0.67965  -1.04
11 C -1.88733 -1.48365 0.75486  1.23
12 Cl -2.79695 -1.03484 2.17523  -0.19
13 Cl -2.76237 -2.18585 -0.68230  -0.22
14 H -1.41231 -0.59316 0.34315  -1.16
15 H -1.11300 -2.17260 1.09232  0.30
16 C 0.95806 3.92891 -0.79949  -0.62
17 O 0.00470 3.09085 -1.28722  -0.52
18 P 0.08647 2.18724 -2.62541  0.72
19 O 1.40454 1.52361 -2.71301  -0.56
20 O -1.15544 1.09150 -2.56937  -0.33
21 C -1.00851 -0.17892 -3.10869  -0.42
22 O -0.34268 3.18562 -3.83356  -0.36
23 C 0.20107 2.92477 -5.03853  -0.63
24 H 1.49390 3.37067 -0.03179  0.25
25 H 0.52518 4.87156 -0.46464  0.25
26 H 1.70973 4.12154 -1.56498  0.29
27 H -0.09799 -0.20380 -3.70740  0.39
28 H -1.82573 -0.36930 -3.80438  0.42
29 H -0.76600 -0.96985 -2.39896  -0.13
30 H -0.27142 3.30305 -5.94504  0.29
31 H 0.10118 1.85610 -5.22841  0.26
32 H 1.19045 3.36307 -5.16942  0.26
33 C 1.29909 -2.57821 0.90739  -0.86
34 O 0.22335 -2.00806 1.61248  -0.20
35 P 0.38512 -1.34667 3.12883  0.99
36 O 1.70809 -1.44258 3.79769  -0.85
37 O -0.24527 0.12268 3.07493  -0.22
38 C 0.12159 1.18897 3.94843  -0.88
39 O -0.80982 -2.19312 3.83926  -0.22
40 C -1.66032 -1.67270 4.87564  -0.72
41 H 2.24273 -2.19708 1.29775  0.46
42 H 1.32835 -2.28267 -0.14137  -0.13
43 H 1.24161 -3.65458 1.06925  0.58
44 H 0.75208 1.86534 3.37127  0.35
45 H 0.86230 0.84279 4.66928  0.38
46 H -0.71686 1.68395 4.43844  0.30
47 H -1.36118 -2.10438 5.83077  0.22
48 H -2.64631 -1.98123 4.52817  0.28
49 H -1.60755 -0.58789 4.78347  0.33

Force components x, y, z for each atom (eV/Å):
0.4 -0.9 -0.7
8.9 -4.3 -9.8
1.5 0.1 -1.0
0.4 -1.6 -0.8
0.1 -1.1 0.4
-0.4 -1.3 -0.8
2.2 1.5 -2.9
0.2 4.5 3.1
0.4 0.5 0.5
1.0 -0.9 2.1
-1.2 -0.1 -1.6
-1.4 0.2 -0.6
-0.8 0.6 0.9
-1.0 -1.1 0.5
-1.9 -0.1 -0.9
2.6 0.9 0.1
-4.0 -0.9 -3.2
0.2 -0.6 -1.0
-0.9 0.9 -0.6
0.9 3.4 1.5
0.9 -1.5 -2.6
-1.0 0.6 3.8
1.3 -1.2 -3.6
0.0 0.4 0.5
0.0 -0.2 0.1
0.1 0.3 -0.1
0.1 0.1 -0.4
-0.2 -0.1 0.4
-1.9 0.4 -0.6
-1.2 0.8 0.6
1.0 -0.2 -0.2
0.4 -0.7 0.5
-1.9 0.2 4.4
1.7 1.9 5.2
-0.7 -1.8 1.0
-1.2 0.3 -1.1
-1.6 -1.0 1.5
1.7 -0.2 0.3
1.6 0.1 -0.5
0.3 -0.1 -1.3
-0.3 0.3 0.5
-4.5 1.7 4.5
0.0 0.1 -0.1
-0.7 0.5 0.1
-0.4 -0.3 0.5
-0.1 -0.3 -0.4
-0.1 0.3 0.0
-0.1 0.0 0.7
-0.2 0.0 0.8


Number 1: LUMO energy 0.969 eV. Number 2: LUMO energy -3.497 eV. Number 3: LUMO energy 0.525 eV.